[1]
# C12H8F3N3OS

The molecule C12H8F3N3OS (ωB97M-V with the def2-TZVPD basis set, OMol25).

XYZ file:
```
28
Properties=species:S:1:pos:R:3:forces:R:3:lowdin_charge:R:1
C 3.973 0.073 2.752 0.157 0.206 -0.534 0.128
C 4.033 0.491 1.632 -0.023 -0.195 0.601 -0.230
C 4.023 1.003 0.289 -0.460 -0.002 -0.495 -0.458
H 4.509 1.977 0.232 -0.023 -0.069 -0.119 0.083
H 4.477 0.298 -0.407 0.112 0.132 0.021 0.078
S 2.301 1.296 -0.290 0.286 0.529 0.081 1.001
C 1.802 -0.359 -0.439 0.559 -0.553 0.057 -0.601
N 2.626 -1.355 -0.417 0.290 0.543 -0.055 0.064
N 1.850 -2.470 -0.511 -0.226 0.211 0.020 0.092
C 0.520 -2.182 -0.574 0.133 -0.200 -0.106 -0.476
O -0.412 -2.939 -0.659 -0.561 -0.322 -0.013 0.084
N 0.491 -0.773 -0.537 0.523 -0.388 0.032 0.073
C -0.672 0.006 -0.595 -0.600 0.246 0.034 -0.179
C -0.677 1.223 -1.270 0.009 -0.174 0.041 -0.037
C -1.829 1.986 -1.309 -0.026 0.027 0.055 -0.050
C -2.988 1.544 -0.694 -0.026 -0.150 0.061 -0.008
C -2.980 0.318 -0.044 -0.009 0.039 -0.045 -0.102
C -1.832 -0.457 0.018 -0.010 0.123 -0.055 0.075
H -1.842 -1.412 0.517 0.028 -0.061 0.027 0.131
C -4.214 -0.179 0.658 -0.261 -0.050 0.282 -0.587
F -4.457 -1.477 0.430 0.178 -0.168 -0.149 0.151
F -4.111 -0.048 1.997 0.175 0.054 0.072 0.140
F -5.324 0.486 0.305 0.000 0.212 -0.199 0.137
H -3.889 2.135 -0.726 -0.066 0.031 -0.011 0.120
H -1.825 2.930 -1.830 0.012 0.092 -0.054 0.111
H 0.214 1.568 -1.770 0.038 0.013 -0.112 0.076
H 2.270 -3.384 -0.490 -0.165 0.081 0.009 0.162
H 3.962 -0.299 3.732 -0.044 -0.206 0.553 0.022
```
Positions in Å, forces in eV/Å.

Output
Multiplicity ... 1
Total charge ... 0
HOMO-LUMO gap ... 9.1 eV
Maximum force ... 0.0153 hartree/bohr
SMILES ... C#CCSc1n[nH]c(=O)n1-c1cccc(C(F)(F)F)c1
Total energy ... -38078.2031 eV
E_LUMO ... 0.41 eV

***

[2]
# C5H8ClN3

The molecule C5H8ClN3 (ωB97M-V with the def2-TZVPD basis set, OMol25).

XYZ file:
```
17
Properties=species:S:1:pos:R:3:forces:R:3:lowdin_charge:R:1
C -1.495 0.776 1.318 1.410 0.638 0.147 -0.116
C -0.383 1.581 1.324 0.340 -3.046 -2.073 -0.013
C -0.906 -1.992 -1.386 -0.979 -0.436 -2.891 -0.164
C 1.843 1.020 0.551 3.983 -0.213 -1.070 -0.094
C 0.301 -1.188 -1.023 -1.435 1.063 1.916 -0.703
N -1.352 -0.279 0.485 -0.096 0.610 -0.590 0.063
N -0.183 -0.165 -0.165 -0.341 0.447 3.186 -0.128
N 0.477 0.891 0.440 -2.616 0.121 -0.722 -0.150
Cl 1.184 -0.450 -2.289 0.773 0.142 -1.135 0.640
H -2.350 0.872 1.923 -0.912 0.010 0.331 0.089
H -0.908 -3.061 -1.359 1.039 -0.876 0.372 0.051
H -1.212 -1.832 -2.480 0.440 0.234 1.252 0.088
H -1.776 -1.761 -0.796 -0.042 0.388 0.068 0.041
H 2.050 2.038 1.009 -0.011 -1.317 -0.740 0.108
H 2.300 0.209 1.226 -0.632 1.027 -0.907 0.123
H 2.317 0.911 -0.508 -0.473 0.424 2.084 0.069
H 0.093 2.430 1.731 -0.449 0.784 0.773 0.096
```
Positions in Å, forces in eV/Å.

Output
Multiplicity ... 1
Total charge ... 0
Relative energy (zero: lowest compared OMol25 entry of this formula, charge and spin) ... 404.05 kJ/mol
HOMO-LUMO gap (spin up / spin down) ... 7.3 / 7.3 eV
Maximum force ... 0.0803 hartree/bohr
Total energy ... -22302.8997 eV
E_LUMO (spin up / spin down) ... 0.42 / 0.42 eV

***

[3]
# CH4Cl2Si

The molecule CH4Cl2Si (ωB97M-V with the def2-TZVPD basis set, OMol25).

XYZ file:
```
8
Properties=species:S:1:pos:R:3:forces:R:3:lowdin_charge:R:1
C -1.027 -0.837 -0.125 5.513 1.179 -0.442 -0.168
Si 0.686 0.508 0.292 -3.462 -0.630 -0.721 -0.217
Cl 0.211 2.418 -0.343 -0.406 0.031 0.349 0.199
Cl 2.347 0.227 -0.738 1.416 -0.926 -1.108 0.280
H -0.735 -1.638 0.616 -1.145 0.590 -1.306 0.022
H -1.883 -0.246 -0.106 -1.618 0.653 0.964 -0.040
H -0.781 -0.919 -1.223 -0.174 -0.953 1.214 0.013
H 1.183 0.487 1.628 -0.125 0.057 1.052 -0.089
```
Positions in Å, forces in eV/Å.

Output
Multiplicity ... 1
Total charge ... 0
Relative energy (zero: lowest compared OMol25 entry of this formula, charge and spin) ... 138.15 kJ/mol
HOMO-LUMO gap ... 10.9 eV
Maximum force ... 0.1100 hartree/bohr
SMILES ... C[SiH](Cl)Cl
Total energy ... -34026.0567 eV
E_LUMO ... 0.74 eV

***

[4]
# C5H6OS2

A structure of composition C5H6OS2 (ωB97M-V with the def2-TZVPD basis set, OMol25).

XYZ file:
```
14
Properties=species:S:1:pos:R:3:forces:R:3:lowdin_charge:R:1
C -0.104 1.788 -0.235 0.277 2.534 1.380 -0.098
C -0.100 0.298 -0.290 2.182 0.329 0.438 -0.391
C 1.055 -0.627 -0.344 1.230 0.076 0.837 -0.479
C 0.538 -1.893 -0.188 1.617 -0.654 -1.947 -0.147
C -1.091 -0.527 -0.033 -4.960 -0.770 -1.702 -0.655
H -1.128 2.245 0.600 3.234 -1.406 -3.246 0.174
H 0.885 1.966 0.426 -2.147 0.403 -1.763 0.080
H 0.006 2.361 -1.395 -0.571 -1.667 3.833 0.151
H 2.865 -0.517 1.272 0.348 0.632 -2.661 -0.060
H 1.043 -2.896 -0.352 -0.880 1.508 0.580 0.152
H -3.193 0.160 1.148 0.562 -0.852 -2.482 -0.058
O -0.815 -1.848 -0.181 1.308 -0.128 1.362 -0.043
S 2.928 -0.222 -0.187 -2.814 -1.085 2.440 0.636
S -2.891 -0.288 -0.241 0.614 1.080 2.930 0.740
```
Positions in Å, forces in eV/Å.

Output
Multiplicity ... 1
Total charge ... 0
Relative energy (zero: lowest compared OMol25 entry of this formula, charge and spin) ... 345.15 kJ/mol
HOMO-LUMO gap ... 9.4 eV
Maximum force ... 0.1031 hartree/bohr
Total energy ... -28996.3786 eV
E_LUMO ... 0.41 eV

***

[5]
# C20H19N7O2PtS

A structure of composition C20H19N7O2PtS (ωB97M-V with the def2-TZVPD basis set, OMol25).

XYZ file:
```
50
Properties=species:S:1:pos:R:3:forces:R:3:lowdin_charge:R:1
Pt 1.239 -0.945 2.092 -0.165 -1.303 0.267 0.852
N 0.792 0.748 3.899 -0.117 -0.609 -0.686 -0.017
N 1.649 1.844 3.677 -0.019 -0.066 0.396 -0.021
C 2.290 2.036 2.429 0.243 -0.036 -0.582 -0.766
O 2.707 3.155 2.181 -0.049 0.564 0.348 0.022
O 2.433 1.004 1.703 0.158 0.162 -0.164 -0.207
H -0.190 0.994 3.786 0.150 -0.031 -0.013 0.094
H 0.942 0.360 4.825 0.039 0.044 -0.169 0.092
H 1.412 2.714 4.139 -0.113 -0.173 -0.140 0.132
N 1.867 0.332 -0.889 -0.298 -0.306 -0.127 0.157
C 1.621 -0.961 -1.023 -0.162 0.649 -0.578 -0.849
S 2.322 -2.118 0.013 -0.553 -0.106 1.751 0.628
N 0.863 -1.444 -2.026 0.076 -0.104 0.175 0.064
C 0.010 -0.721 -2.887 -0.246 0.324 -0.293 -0.240
C 0.455 0.382 -3.610 0.049 -0.127 0.065 -0.035
C -0.423 1.052 -4.448 -0.061 0.076 0.026 -0.071
C -1.735 0.628 -4.576 -0.026 0.026 -0.029 -0.083
C -2.172 -0.483 -3.870 0.038 -0.010 -0.054 -0.076
C -1.305 -1.156 -3.030 0.104 -0.017 0.056 -0.024
H 2.264 0.663 0.004 0.078 0.066 0.124 0.059
H 1.303 0.996 -1.400 -0.018 -0.030 -0.056 0.103
H 0.671 -2.434 -1.949 0.083 0.123 0.114 0.123
H 1.489 0.690 -3.546 0.060 0.008 -0.009 0.117
H -0.074 1.909 -5.008 0.023 0.020 -0.019 0.108
H -2.417 1.157 -5.226 -0.027 0.031 -0.037 0.108
H -3.195 -0.820 -3.970 -0.038 -0.021 0.022 0.111
H -1.645 -2.013 -2.464 -0.021 -0.033 0.060 0.121
N 3.250 -2.800 3.549 0.007 -0.379 0.037 -0.002
C 4.427 -2.909 4.191 0.058 0.215 0.026 -0.083
C 4.967 -1.647 4.247 -0.087 -0.113 0.007 -0.044
C 4.039 -0.824 3.597 0.223 -0.018 0.136 -0.115
N 3.008 -1.539 3.186 -0.503 0.664 -0.621 -0.161
H 2.619 -3.538 3.277 -0.057 0.170 0.007 0.153
H 4.783 -3.847 4.570 0.008 -0.169 -0.014 0.118
H 5.897 -1.353 4.689 0.147 0.021 0.074 0.098
H 4.090 0.231 3.407 -0.136 0.113 -0.102 0.110
N -6.591 2.254 -3.085 -0.115 0.051 -0.096 0.155
C -5.719 1.817 -2.479 -0.359 0.199 -0.296 -0.199
C -4.641 1.278 -1.731 0.581 -0.322 0.421 -0.246
C -3.442 1.985 -1.607 -0.184 -0.032 -0.080 -0.027
C -2.411 1.464 -0.858 -0.013 -0.076 0.088 -0.027
C -2.545 0.229 -0.210 -0.290 0.137 -0.211 -0.268
C -3.743 -0.481 -0.354 0.100 0.017 0.025 -0.028
C -4.779 0.037 -1.103 -0.092 0.136 -0.110 -0.028
C -1.466 -0.269 0.563 0.355 -0.420 0.539 -0.147
C -0.538 -0.661 1.246 1.137 0.625 -0.299 -0.236
H -3.330 2.940 -2.099 -0.020 0.047 -0.023 0.122
H -1.486 2.013 -0.753 0.046 0.023 0.015 0.119
H -3.851 -1.440 0.132 0.015 -0.006 0.033 0.118
H -5.708 -0.508 -1.202 -0.010 -0.004 -0.004 0.119
```
Positions in Å, forces in eV/Å.

Output
Multiplicity ... 1
Total charge ... 0
Relative energy (zero: lowest compared OMol25 entry of this formula, charge and spin) ... 0.00 kJ/mol
HOMO-LUMO gap (spin up / spin down) ... 6.9 / 6.9 eV
Maximum force ... 0.0358 hartree/bohr
Total energy ... -49654.2115 eV
E_LUMO (spin up / spin down) ... -0.76 / -0.74 eV

***

[6]
# C34H36B2F4GeN6O6V

A structure of composition C34H36B2F4GeN6O6V (ωB97M-V with the def2-TZVPD basis set, OMol25).

XYZ file:
```
90
Properties=species:S:1:pos:R:3:forces:R:3:lowdin_charge:R:1
V -1.135 0.290 0.186 0.345 -0.457 -0.427 0.947
C 0.302 -3.698 -0.353 0.065 0.013 -0.118 0.060
C -0.032 -2.369 0.187 -0.048 0.025 0.047 -0.159
N -0.831 -1.494 -0.293 0.094 0.087 0.643 -0.086
O -1.259 -0.975 -1.425 0.013 0.280 0.069 -0.026
B -3.064 -0.541 -1.931 -0.651 0.295 -0.336 -0.924
F -3.187 -1.143 -3.091 0.070 -0.054 0.090 0.306
F -3.668 -0.997 -0.828 0.009 -0.084 -0.003 0.258
O -2.920 0.896 -2.043 0.060 0.096 0.018 0.112
N -2.344 1.446 -0.939 0.200 -0.290 0.353 -0.021
C -2.464 2.692 -0.650 -0.049 0.132 -0.190 -0.189
C -3.236 3.667 -1.456 -0.046 -0.039 -0.017 0.044
C -1.731 3.091 0.590 0.046 0.189 0.102 -0.197
N -1.107 2.129 1.184 -0.011 -0.532 -0.425 -0.053
O -0.336 2.414 2.219 0.057 0.057 0.039 0.095
B -0.017 1.295 3.221 -0.116 -0.041 0.136 -1.033
F 0.812 1.845 4.122 -0.013 -0.009 -0.029 0.243
F -1.205 0.778 3.693 0.071 0.053 0.011 0.188
O 0.779 0.134 2.596 0.119 0.062 0.096 0.079
N 0.242 -0.548 1.599 -0.316 0.082 -0.260 -0.039
C 0.510 -1.812 1.469 0.118 0.063 0.132 -0.206
C 1.265 -2.626 2.446 0.012 0.004 0.059 0.047
C -1.706 4.483 1.114 0.049 -0.012 0.008 0.041
H -0.063 -3.811 -1.371 0.006 -0.022 0.006 0.113
H -0.161 -4.456 0.288 0.008 0.011 -0.014 0.124
H 1.383 -3.851 -0.320 0.001 0.015 -0.013 0.091
H -3.686 3.183 -2.317 -0.005 0.010 -0.009 0.100
H -2.577 4.470 -1.793 0.000 -0.002 0.008 0.118
H -4.017 4.124 -0.845 0.008 0.000 0.004 0.118
H 1.541 -2.020 3.304 0.037 0.025 -0.010 0.108
H 2.170 -3.026 1.984 -0.043 -0.024 -0.007 0.092
H 0.651 -3.466 2.790 0.000 0.010 -0.053 0.086
H -2.347 5.150 0.547 -0.010 -0.015 -0.009 0.088
H -0.682 4.866 1.094 -0.002 -0.009 0.001 0.117
H -2.012 4.481 2.162 0.011 0.006 -0.006 0.117
C 0.666 0.945 -0.288 0.163 0.049 -0.083 0.096
Ge 1.947 0.803 -1.881 -0.277 0.068 0.351 1.006
C 3.003 2.382 -1.560 -0.022 -0.137 -0.096 -0.301
C 2.483 3.602 -1.998 0.116 0.085 0.063 -0.108
C 3.181 4.777 -1.757 -0.005 -0.053 0.000 -0.064
C 4.399 4.732 -1.090 -0.020 0.002 -0.007 -0.053
C 4.926 3.519 -0.668 -0.024 -0.077 -0.012 -0.055
C 4.229 2.339 -0.899 -0.009 0.197 0.007 -0.090
C 1.178 0.721 -3.638 0.144 0.003 -0.017 -0.296
C -0.169 0.746 -3.977 0.046 -0.031 -0.054 -0.093
C -0.553 0.690 -5.310 -0.058 0.013 0.029 -0.053
C 0.405 0.612 -6.310 0.089 -0.001 0.006 -0.050
C 1.756 0.598 -5.981 -0.091 0.011 0.021 -0.053
C 2.140 0.658 -4.649 0.010 -0.017 -0.143 -0.109
C 2.735 -0.882 -1.281 0.059 0.019 -0.013 -0.265
C 2.805 -1.930 -2.202 -0.003 0.000 -0.014 -0.092
C 3.531 -3.076 -1.903 0.020 -0.014 0.060 -0.065
C 4.173 -3.191 -0.675 -0.040 0.019 -0.045 -0.057
C 4.085 -2.163 0.258 0.001 0.014 0.010 -0.075
C 3.370 -1.011 -0.041 -0.014 -0.025 -0.035 -0.116
H 1.247 1.398 0.524 -0.018 -0.014 -0.001 0.050
H 1.551 3.636 -2.554 0.002 -0.006 0.000 0.101
H 2.785 5.723 -2.103 0.015 0.000 0.004 0.112
H 4.948 5.647 -0.910 -0.003 0.001 0.000 0.117
H 5.884 3.487 -0.165 -0.007 0.019 -0.007 0.116
H 4.655 1.395 -0.582 0.011 -0.006 0.008 0.095
H -0.930 0.810 -3.216 -0.029 0.007 0.041 0.068
H -1.606 0.704 -5.564 0.018 0.002 -0.013 0.116
H 0.101 0.568 -7.347 0.005 -0.003 0.009 0.117
H 2.507 0.547 -6.757 -0.016 0.000 0.000 0.117
H 3.200 0.660 -4.411 -0.021 0.008 0.008 0.113
H 2.325 -1.838 -3.171 0.005 -0.003 0.017 0.106
H 3.610 -3.870 -2.635 -0.002 0.008 0.015 0.120
H 4.755 -4.076 -0.449 -0.007 0.010 -0.008 0.120
H 4.598 -2.247 1.208 -0.002 -0.002 -0.017 0.120
H 3.334 -0.206 0.687 0.017 -0.005 -0.001 0.109
O -0.616 -4.865 4.186 0.018 0.050 -0.003 -0.052
C -1.805 -4.568 4.913 0.033 0.028 0.017 -0.209
N -2.245 -3.272 4.482 -0.074 -0.037 -0.118 0.098
C -3.451 -3.075 3.874 0.145 -0.030 0.073 -0.437
O -4.340 -3.888 3.811 -0.055 -0.015 0.008 0.128
C -3.587 -1.740 3.195 -0.001 0.005 -0.007 -0.075
C -4.731 -0.966 3.307 -0.042 0.049 -0.002 0.071
C -4.787 0.221 2.594 -0.065 -0.020 0.058 0.017
C -3.733 0.567 1.777 0.106 -0.111 0.007 -0.079
N -2.636 -0.198 1.630 -0.192 0.039 0.018 -0.002
C -2.583 -1.324 2.350 0.071 -0.036 -0.058 -0.046
H -0.089 -5.489 4.695 -0.024 -0.061 -0.005 0.099
H -1.605 -4.578 5.984 0.026 0.031 0.029 0.139
H -2.604 -5.269 4.683 -0.037 -0.061 0.002 0.132
H -1.625 -2.490 4.620 -0.041 0.025 0.055 0.148
H -5.550 -1.287 3.938 0.021 -0.020 -0.010 0.147
H -5.645 0.875 2.658 0.010 -0.015 0.003 0.130
H -3.781 1.481 1.209 0.036 0.051 -0.033 0.113
H -1.704 -1.945 2.252 -0.079 0.062 -0.018 0.115
```
Positions in Å, forces in eV/Å.

Output
Multiplicity ... 2
Total charge ... +2
Relative energy (zero: lowest compared OMol25 entry of this formula, charge and spin) ... 164.73 kJ/mol
HOMO-LUMO gap (spin up / spin down) ... 6.2 / 5.2 eV
Maximum force ... 0.0153 hartree/bohr
Total energy ... -151482.5639 eV
E_LUMO (spin up / spin down) ... -7.89 / -8.89 eV

***

Which value of total energy does entry 3 give?
-34026.0567 eV

***

Which formula does entry 1 have?
C12H8F3N3OS

***

Which of these has the highest total energy?
C5H8ClN3